(1)
Below is a molecular structure, C20H24BeCl2N3O2SSbSe4, with properties calculated with ωB97M-V/def2-TZVPD.

Each line ends with the Mulliken charge.
Element x y z (Å)
Be 0.27373 -0.60014 0.22371  -0.457
C -0.58857 -0.57483 -2.27526  -0.737
C 0.92008 -0.75804 -2.25646  -0.259
N 1.48778 -0.17314 -1.00780  -0.017
C 1.97958 1.21195 -1.16857  -0.856
C 0.90353 2.24181 -1.47708  -0.573
S -0.36590 2.43966 -0.19942  -0.105
C -1.87512 1.77125 -0.93912  -0.778
C -2.21645 0.31477 -0.65381  -0.590
N -1.10406 -0.64389 -0.88030  0.375
H -1.04211 -1.35075 -2.88785  0.390
H -0.86116 0.38523 -2.69489  0.226
H 1.39045 -0.31635 -3.13778  0.504
H 1.15906 -1.82003 -2.25862  -0.211
H 2.28107 -0.75911 -0.75158  0.348
H 2.70673 1.22317 -1.98752  0.450
H 2.50152 1.48459 -0.25185  0.392
H 0.43408 2.04693 -2.44153  0.245
H 1.39975 3.20834 -1.56267  0.520
H -1.85891 1.99099 -2.00678  0.412
H -2.68084 2.37774 -0.52498  0.488
H -3.04940 0.04258 -1.31148  0.513
H -2.53907 0.18161 0.37405  0.229
H -1.47180 -1.58526 -0.72094  0.247
Se 2.78371 -3.85549 -1.59020  -0.415
Sb 0.55643 -4.46730 -0.79554  0.739
Se -1.35564 -4.26230 -2.21087  -0.566
Se 0.46945 -6.71375 0.25662  -0.230
Se 0.93925 -2.78985 0.92177  -0.153
Cl -3.95832 -0.66081 5.87438  -0.236
C -3.36731 -1.94048 4.83583  0.937
C -4.24334 -2.47018 3.90904  -0.718
C -3.80920 -3.46294 3.04970  -0.531
C -2.51023 -3.92897 3.16125  -0.642
C -1.65523 -3.40403 4.11162  0.854
Cl -0.07140 -4.12991 4.25284  -0.128
C -2.03744 -2.36196 4.96131  -1.026
N -1.19172 -1.79100 5.91357  -0.124
C 0.15421 -1.42450 5.58706  -0.293
C 1.18103 -2.00299 6.32273  -0.454
C 2.50110 -1.67597 6.07188  -0.464
C 2.80073 -0.76000 5.07162  -0.832
C 1.77575 -0.16542 4.35672  -0.433
C 0.43948 -0.47646 4.60914  0.631
C -0.64577 0.23884 3.84258  -0.999
C -0.81140 -0.29204 2.44185  0.725
O -1.81362 -0.88502 2.08280  -0.680
O 0.19332 -0.02775 1.64995  0.097
H -5.25216 -2.08432 3.85822  0.413
H -4.47824 -3.87732 2.30819  0.425
H -2.14416 -4.71890 2.52008  0.477
H -1.66297 -1.13998 6.52277  0.394
H 0.91964 -2.73259 7.07834  0.457
H 3.29263 -2.13782 6.64795  0.397
H 3.83046 -0.50394 4.85651  0.420
H 2.00092 0.56314 3.58729  0.446
H -0.37350 1.29429 3.76396  0.495
H -1.60655 0.17456 4.34057  0.262

Forces on the atoms, in the same order (eV/Å):
-0.3 0.0 -0.2
0.0 -0.1 0.1
0.0 0.0 0.1
0.0 -0.1 0.0
0.0 -0.1 0.0
0.0 0.0 -0.1
0.0 0.1 0.1
0.0 0.0 -0.1
-0.1 -0.2 -0.1
0.0 0.1 -0.1
-0.1 -0.1 0.0
0.0 0.1 0.0
0.0 0.0 0.0
0.0 0.0 0.0
0.1 0.0 0.0
0.0 0.1 0.0
0.0 0.0 0.1
0.0 0.0 0.0
0.0 0.0 0.0
0.0 0.0 0.0
0.0 0.0 0.0
0.0 0.0 0.0
0.0 0.0 0.0
-0.1 0.0 0.0
0.3 -0.1 0.0
-0.4 -0.1 -0.4
0.0 0.0 0.0
0.0 -0.1 0.0
0.2 0.3 0.3
0.1 -0.1 0.0
-0.1 0.1 0.0
0.0 0.0 0.0
0.1 0.0 0.0
0.0 0.0 -0.1
0.2 -0.2 0.0
-0.3 0.0 0.0
0.0 0.2 0.2
-0.1 -0.3 -0.1
0.0 0.1 0.2
0.1 0.0 0.1
0.0 0.0 0.0
0.0 0.0 0.0
0.0 0.0 0.0
0.1 0.1 -0.1
0.0 0.2 0.2
0.0 0.1 -0.2
-0.1 -0.1 0.0
0.3 0.1 0.1
0.0 0.0 0.0
0.0 0.0 0.0
0.0 0.0 0.0
0.0 0.0 0.0
0.0 0.0 0.0
0.0 0.0 0.0
0.0 0.0 0.0
0.0 0.0 0.0
0.0 0.0 0.0
-0.1 0.0 0.1

## Properties
**Maximum force**: 0.56 eV/A
**HOMO-LUMO gap (spin up / spin down)**: 5.912 / 5.520 eV

***

(2)
Below is C2H5OP in the gas phase, with properties calculated with ωB97M-V/def2-TZVPD.

Each line ends with the Mulliken charge.
Element x y z (Å)
C 0.18607 0.80553 0.41506  -0.640
C -0.18386 -0.13931 -0.69839  -0.195
O 0.04525 -1.53590 -0.47027  -0.486
P -1.71898 0.63392 0.09085  -0.004
H 0.36583 0.26733 1.32384  0.280
H 0.73255 1.79631 0.45490  0.265
H -0.07300 0.09815 -1.70255  0.469
H 0.92195 -1.61671 -0.91502  0.316
H -1.68545 -0.27857 1.01864  -0.003

Forces on the atoms, in the same order (eV/Å):
-0.4 0.8 -0.2
-0.8 -0.2 2.6
1.2 1.1 -0.9
1.4 1.9 -2.1
0.3 -0.3 0.3
-0.8 -1.3 -0.9
0.4 0.8 -1.7
-0.8 -0.6 0.7
-0.5 -2.2 2.2

## Properties
**Maximum force**: 3.20 eV/A
**Structure (SMILES)**: O[C@@H]1CP1
**HOMO-LUMO gap**: 10.581 eV

***

(3)
Below is 12 unconnected molecules or ions with the total composition C58H109NO29P3, with properties calculated with ωB97M-V/def2-TZVPD.

Each line ends with the Mulliken charge.
Element x y z (Å)
C -1.63430 0.06509 1.73952  -0.327
C -0.35157 -0.53963 1.09205  2.695
C -0.57143 -2.02326 0.68768  -1.268
C -1.43895 -2.06574 -0.56397  -0.688
C -0.94104 -1.17309 -1.78102  0.269
C -0.56105 0.32849 -1.42175  2.586
N 0.09745 0.29789 -0.09345  0.993
O 0.81272 1.35703 0.20337  0.560
C -1.82877 1.25304 -1.29483  0.678
C 0.41320 0.83752 -2.53839  0.072
C 0.81235 -0.64126 2.11584  -1.746
H -1.83448 -0.44610 2.68168  0.564
H -2.51888 0.03542 1.10667  -0.718
H -1.49578 1.10191 2.05129  -0.553
H -1.04071 -2.58603 1.49245  0.044
H 0.42592 -2.42597 0.50651  0.129
H -2.43389 -1.65445 -0.38595  -0.221
H -1.51178 -3.05525 -1.01433  0.493
H -1.62018 -1.14799 -2.63437  -0.620
H -0.08352 -1.66580 -2.24360  -0.277
H -2.66193 0.96059 -0.65808  -0.305
H -2.16396 1.23675 -2.33257  -0.166
H -1.55156 2.24569 -0.94155  -0.703
H 1.37305 0.32251 -2.46781  -0.670
H 0.70092 1.88793 -2.52168  -0.372
H -0.06473 0.53109 -3.46857  -0.435
H 1.73193 -1.00498 1.65930  0.059
H 0.54811 -1.45300 2.79564  0.549
H 0.88235 0.26143 2.72036  0.087
C -2.03642 4.12458 0.72836  -0.709
C -3.18118 3.63122 1.35275  -1.256
C -3.04245 3.20440 2.66531  0.855
C -1.80663 3.10676 3.31352  -1.232
C -0.67825 3.58480 2.63335  0.995
C -0.79051 4.12968 1.36362  -0.244
O 0.25275 4.72816 0.73076  -0.527
O -4.21705 2.95075 3.33573  -0.687
H -2.11194 4.48605 -0.29018  0.479
H -4.15617 3.77992 0.90983  0.779
H -1.80581 2.71676 4.32120  0.575
H 0.23893 3.74679 3.18518  0.346
H -0.13864 5.50808 0.32568  0.479
H -4.34930 1.99674 3.43444  0.291
C -2.43658 -1.23100 -5.60070  -0.611
C -2.76077 -2.39136 -4.91043  -1.119
C -1.76672 -3.28492 -4.49138  0.861
C -0.40884 -2.95334 -4.61726  -0.877
C -0.13144 -1.76892 -5.27239  0.054
C -1.09354 -0.89267 -5.73414  0.198
O -0.80416 0.26510 -6.37961  -0.479
O -2.10342 -4.41113 -3.80425  -0.509
H -3.22503 -0.55014 -5.88785  0.849
H -3.79506 -2.65397 -4.73214  0.374
H 0.34973 -3.53251 -4.11107  0.521
H 0.92760 -1.58114 -5.40523  0.213
H 0.12483 0.30713 -6.62613  0.339
H -3.04439 -4.56722 -3.69192  0.320
C -5.57183 -0.13650 0.05640  -0.468
C -5.05227 0.41951 1.24346  -0.524
C -5.17939 -0.30540 2.44812  1.012
C -5.77830 -1.56240 2.44656  -0.677
C -6.38737 -2.03626 1.29213  -0.781
C -6.18887 -1.38552 0.04463  0.717
O -6.75835 -1.91778 -1.10119  -0.522
O -4.65070 0.30691 3.55052  -0.548
H -5.35852 0.50272 -0.78991  0.421
H -4.49592 1.34362 1.18500  -0.142
H -5.84999 -2.15899 3.34703  0.415
H -6.86085 -3.00769 1.34621  0.203
H -7.52445 -2.41217 -0.79390  0.356
H -4.62660 -0.36604 4.24001  0.302
C -1.90266 5.42484 -4.03140  -0.809
C -2.61792 5.56816 -5.25211  -1.016
C -2.51633 4.59824 -6.23211  0.710
C -1.83482 3.42865 -5.97063  -0.609
C -1.18673 3.23703 -4.75439  0.158
C -1.18329 4.25400 -3.78071  -0.409
O -0.53539 4.16804 -2.58945  0.614
O -3.13137 4.83644 -7.39814  -0.593
H -1.90919 6.19223 -3.26873  0.533
H -3.03641 6.54335 -5.45713  0.484
H -1.91084 2.50310 -6.52646  0.281
H -0.72778 2.27877 -4.56157  0.341
H -0.38334 5.04702 -2.23450  0.023
H -3.16901 4.15295 -8.06988  0.316
C 2.96127 4.48980 -0.67316  -0.127
O 4.02747 4.27752 -1.58259  -0.283
P 3.95696 4.34431 -3.20912  0.111
O 5.26596 4.30169 -3.90951  -0.790
O 2.94316 3.16566 -3.56080  0.850
C 2.99105 2.46822 -4.76941  -0.662
O 3.05409 5.62763 -3.40258  -0.142
C 3.54600 6.95368 -3.28571  -0.853
H 2.31872 5.27716 -1.07228  0.257
H 3.27844 4.88819 0.29030  0.463
H 2.40254 3.57056 -0.50297  -0.271
H 3.60388 2.91072 -5.55564  0.476
H 1.99026 2.39664 -5.20403  0.108
H 3.28462 1.41692 -4.74275  0.014
H 2.83671 7.69175 -3.65387  0.240
H 4.48567 7.01938 -3.83413  0.324
H 3.71194 7.11724 -2.21942  0.328
C 3.59298 -4.26811 0.98869  -0.322
O 4.84365 -4.26350 1.63914  -0.195
P 6.02723 -5.36093 1.39687  0.923
O 6.58693 -5.35362 0.03984  -0.670
O 7.06518 -4.99647 2.55788  -0.319
C 8.35026 -5.60369 2.61625  -0.731
O 5.32353 -6.70224 1.86092  -0.272
C 5.77483 -7.94549 1.35592  -0.709
H 3.71950 -4.56268 -0.05526  0.360
H 3.10397 -3.29387 0.97076  -0.177
H 2.87270 -4.94670 1.44862  0.396
H 8.60593 -6.10401 1.68197  0.340
H 8.43699 -6.37898 3.38035  0.279
H 9.09607 -4.86967 2.91633  0.272
H 4.92827 -8.60883 1.50787  0.246
H 6.70122 -8.26257 1.84401  0.289
H 6.20923 -7.87651 0.35624  0.366
C 6.14141 -1.66955 0.01288  -0.266
O 5.40843 -1.44292 -1.19858  -0.310
P 4.17910 -0.42718 -1.39498  -0.219
O 3.02148 -0.58255 -0.52410  0.544
O 4.86062 1.02414 -1.21113  -0.047
C 5.99573 1.34600 -1.98757  -0.699
O 3.84561 -0.49479 -2.96095  -0.162
C 3.38078 -1.71880 -3.52913  -0.766
H 5.81545 -1.11592 0.89051  0.160
H 7.20689 -1.53628 -0.17899  0.336
H 6.11529 -2.74990 0.14906  -0.059
H 6.91641 1.64007 -1.47926  0.282
H 5.75303 2.28668 -2.48448  -0.012
H 6.33293 0.64794 -2.75407  0.377
H 2.29628 -1.84265 -3.51952  0.048
H 3.89665 -2.53027 -3.01722  0.438
H 3.60863 -1.70286 -4.59502  0.286
C -4.69280 -0.19848 -3.62800  -0.624
O -4.30527 0.90502 -2.81735  0.288
C -4.62410 2.16437 -3.39312  -0.496
C -4.55626 3.24559 -2.33215  0.281
O -5.51192 3.26930 -1.28106  -0.205
C -6.86585 3.11494 -1.62590  -0.832
H -4.26800 -1.10216 -3.19196  -0.007
H -4.30871 -0.09890 -4.64590  0.147
H -5.77053 -0.35783 -3.70391  0.357
H -5.59034 2.10420 -3.89747  0.752
H -3.85989 2.51875 -4.09240  -0.108
H -4.59502 4.22743 -2.81604  0.685
H -3.56812 3.29331 -1.86982  -1.021
H -7.42969 3.29964 -0.70946  0.310
H -7.18999 2.12614 -1.95618  0.266
H -7.27222 3.89683 -2.27338  0.316
C -3.63215 -4.18539 2.09037  -0.771
O -2.76702 -4.99319 1.27591  -0.347
C -1.70490 -5.63452 2.02929  -0.137
C -1.04475 -6.79553 1.28157  -0.735
O -0.06567 -6.35333 0.29457  -0.383
C -0.67090 -5.94306 -0.91957  -0.566
H -3.20911 -3.22791 2.39962  0.207
H -4.12917 -4.71496 2.90575  0.534
H -4.45946 -3.94125 1.42376  0.172
H -2.15427 -6.02526 2.94413  0.517
H -0.94296 -4.87392 2.21111  0.071
H -1.79820 -7.41187 0.78690  0.325
H -0.53850 -7.42262 2.01391  0.418
H -0.94137 -6.82487 -1.51075  0.421
H 0.01921 -5.28074 -1.43555  0.111
H -1.68042 -5.57144 -0.72797  0.277
C 4.20364 1.77617 2.03508  -0.246
O 3.66896 1.96985 3.32252  -0.464
C 3.20332 3.29497 3.52840  0.257
C 2.29859 3.46766 4.70696  -0.644
O 1.88582 4.80655 4.71501  -0.384
C 0.92645 5.13228 5.70062  -0.644
H 5.03041 2.47412 1.86591  0.465
H 3.46597 1.94132 1.24718  0.009
H 4.66835 0.79288 1.98412  -0.084
H 2.71122 3.61735 2.60502  -0.169
H 4.11778 3.89269 3.59178  0.434
H 2.84099 3.28708 5.63857  0.546
H 1.44530 2.79811 4.55980  0.079
H 1.30938 4.97312 6.71171  0.343
H 0.03325 4.50778 5.60535  0.180
H 0.59076 6.16496 5.62800  0.259
C -0.34755 -3.17861 9.19664  -0.758
O 0.18437 -2.06996 8.47317  -0.319
C 1.07345 -2.35838 7.37523  -0.587
C 1.22162 -1.08069 6.56881  -0.668
O 0.21050 -0.90633 5.60342  -0.139
C -1.01080 -0.45381 6.14926  -0.413
H 0.39157 -3.97906 9.26669  0.313
H -1.31321 -3.53712 8.83729  0.270
H -0.50083 -2.86225 10.22891  0.263
H 0.61418 -3.07181 6.68486  0.316
H 2.00558 -2.78948 7.74398  0.503
H 2.21458 -1.07430 6.11610  0.401
H 1.29084 -0.24537 7.27141  0.367
H -1.55306 -1.27433 6.62099  0.272
H -1.64380 -0.10158 5.33078  -0.167
H -0.95177 0.42226 6.79787  0.364

Forces on the atoms, in the same order (eV/Å):
0.5 0.6 -0.2
0.8 -1.6 1.4
-0.2 1.1 -1.8
-0.2 1.0 -2.0
0.8 0.2 1.1
0.2 -1.5 -0.6
2.3 6.8 2.3
-3.4 -6.0 -1.6
0.8 -0.1 -0.2
0.1 -0.3 0.9
-0.8 0.3 0.2
0.1 -0.4 -0.2
0.2 -0.3 0.0
0.3 0.0 -0.4
0.0 0.2 0.1
-0.1 -0.3 -0.1
-0.2 -0.5 0.5
-0.3 -0.2 0.4
-0.6 0.1 0.4
0.4 0.2 0.3
0.2 -0.7 -0.1
-0.2 0.4 0.2
0.3 0.0 -0.4
-0.1 -0.4 0.1
-0.7 0.2 0.1
0.0 0.3 -0.1
0.1 0.7 -0.2
-0.3 0.2 0.1
0.5 0.0 -0.2
-0.2 -0.5 -0.1
1.3 1.0 0.2
-0.7 -0.4 0.4
-0.5 0.5 -1.3
0.1 0.4 0.8
-1.6 -0.6 0.1
0.6 0.3 0.0
0.1 0.0 0.1
0.1 0.2 -0.1
-0.1 -0.3 0.0
0.3 0.1 0.1
0.2 -0.3 -0.2
0.4 0.1 -0.2
0.0 0.0 0.3
0.3 -0.1 0.8
0.6 -0.5 -0.6
-0.4 0.5 0.6
-1.8 0.0 0.0
1.2 -0.2 0.2
-0.6 -0.7 -0.4
0.1 0.6 -0.2
0.7 -0.6 0.3
0.4 -0.1 -0.5
-0.1 0.0 -0.1
0.1 -0.2 -0.3
0.0 0.5 -0.1
0.1 -0.1 0.0
-0.1 0.4 -0.3
0.9 0.6 0.6
-0.7 -1.9 0.1
0.2 0.7 -1.8
-0.4 0.7 0.1
1.2 0.2 -1.0
-1.1 0.0 1.3
0.4 0.5 0.4
0.1 -1.0 0.6
-0.4 -0.5 -0.6
-0.2 0.2 0.2
0.0 0.1 0.2
-0.2 0.0 -0.2
-0.1 -0.2 -0.3
0.1 0.3 0.4
-0.6 -0.9 -1.5
1.6 0.7 1.3
-0.1 -0.4 0.0
0.1 -1.1 1.3
0.1 0.7 0.9
-0.8 0.9 -0.9
0.6 -1.1 0.5
-0.9 1.1 -0.9
-0.1 0.2 -0.1
-0.4 -0.2 -0.2
0.0 0.4 -0.8
0.1 0.1 0.0
0.0 0.1 -0.1
0.4 -0.4 0.4
-0.8 0.5 -0.3
1.2 -0.3 -1.2
0.6 0.0 1.4
-1.5 0.1 1.0
0.4 0.3 0.7
-0.6 -0.8 -2.2
-0.9 -0.4 -1.0
0.9 -0.1 0.5
-0.3 -0.2 -0.1
0.7 -0.3 -0.1
-0.1 0.0 -0.1
0.2 0.4 0.4
-0.3 0.5 0.3
0.5 0.1 1.0
-0.2 -0.4 -0.2
0.0 0.3 0.1
0.2 0.4 -0.1
-0.6 -0.7 -1.0
1.8 -0.5 0.9
-1.0 1.3 0.3
0.0 -0.2 0.3
-1.0 0.3 -0.2
0.7 -0.7 0.1
0.0 0.7 -0.1
1.1 -0.4 -0.1
0.0 -0.1 -0.1
0.6 0.3 0.3
0.3 -0.2 0.2
0.1 0.4 -0.2
-0.7 0.0 0.2
-0.2 0.3 -0.4
0.4 -0.4 -0.4
-0.5 -0.3 0.9
-1.1 0.2 -0.5
0.7 -1.2 -0.2
-1.3 0.8 -0.8
2.0 1.0 0.1
-0.6 -0.3 0.4
-0.7 -1.7 0.1
1.0 1.9 -1.4
0.2 0.2 0.7
0.2 -0.3 -0.4
-0.2 0.0 -0.2
-0.1 0.8 -0.1
-0.5 0.1 0.5
-0.4 -0.5 1.1
-0.1 -0.2 -0.3
-0.6 -0.5 0.2
-0.1 0.2 0.7
-0.2 -0.3 -0.3
0.5 0.0 0.1
0.1 0.0 0.0
-0.4 -0.3 -0.4
0.2 0.3 0.7
-0.5 1.0 0.0
0.3 -0.8 0.0
-0.9 0.6 0.8
0.0 0.2 0.1
-0.2 0.2 0.3
-0.2 0.3 0.3
-0.1 0.2 0.0
0.0 -0.5 -0.4
-0.2 0.0 -0.5
0.0 -0.6 0.2
0.2 -0.2 0.2
0.5 -0.1 -0.3
0.5 -0.1 -0.6
-0.5 -0.4 -1.5
0.2 -0.2 0.9
-0.6 0.2 -0.7
0.3 0.8 -0.9
-0.6 -0.2 1.3
-1.0 -1.0 0.3
0.4 -0.1 0.3
0.6 -0.2 0.3
0.1 0.2 -0.1
0.2 0.1 0.3
0.1 -0.1 0.5
-0.1 0.0 0.0
0.3 0.1 -0.1
0.7 -0.1 -0.4
-0.3 0.1 -0.1
0.3 1.0 0.0
0.6 0.5 0.2
-0.8 -0.6 0.7
1.4 0.0 -1.5
0.1 -0.1 0.3
-0.4 1.0 -0.4
-0.2 -0.6 0.3
0.0 0.2 -0.1
-0.1 -0.3 -0.1
-0.5 -0.2 0.0
-0.4 0.2 0.1
-0.2 0.5 0.3
-0.2 -0.6 0.1
-0.1 -0.2 0.5
0.2 0.0 0.1
-0.1 -0.1 -0.1
0.4 0.0 -0.4
0.8 0.3 0.3
0.0 -0.2 -0.2
-1.3 0.0 0.2
1.0 -0.1 0.9
0.2 0.5 0.1
-0.8 0.0 -0.6
-0.1 -0.3 -0.3
0.1 0.0 -0.4
-0.1 0.3 -0.1
0.0 -0.3 0.1
0.2 0.2 0.0
-0.3 -0.2 -0.7
-0.4 0.2 0.0
0.1 0.1 0.4
0.1 -0.2 -0.3
0.5 -0.2 0.4

## Properties
**Maximum force**: 7.52 eV/A
**HOMO-LUMO gap**: 5.097 eV
**Total charge**: +1

***

Computed values of energy (unit: eV) for the preceding records, in sequence: -333904.0755 -13489.2410 -150639.4355.